The following is a DFT calculation (the ωB97M-V functional and the def2-TZVPD basis) of C43H51BKN7O2S9 as an isolated structure at a distorted geometry.

The geometry in XYZ format:
```
114
Properties=species:S:1:pos:R:3:lowdin_charge:R:1
K 0.582 -1.062 1.011 0.53
C 4.525 2.096 -0.670 -0.07
C 3.367 2.660 -1.424 -0.26
C 3.519 3.300 -2.611 0.03
C 2.374 3.803 -3.294 -0.22
N 1.188 3.647 -2.804 0.17
N 1.016 3.038 -1.626 0.00
B -0.444 2.802 -1.242 -0.86
N -1.410 3.268 -2.364 0.01
N -1.915 4.418 -2.737 0.22
C -2.870 4.369 -3.637 -0.21
C -3.322 3.149 -4.189 0.07
C -2.822 1.948 -3.745 -0.21
C -3.305 0.604 -4.177 -0.02
C -1.830 2.060 -2.768 -0.52
S -0.970 0.969 -1.765 1.02
C -3.499 5.697 -4.036 -0.55
C -3.268 5.933 -5.536 -0.05
C -5.005 5.637 -3.740 -0.05
C -2.881 6.857 -3.255 -0.06
N -0.792 3.392 0.121 -0.01
N 0.047 4.395 0.416 0.14
C 0.007 4.972 1.572 -0.22
C -0.830 4.462 2.598 0.06
C -1.725 3.484 2.305 -0.25
C -2.583 2.862 3.355 -0.07
C -1.833 3.037 0.935 -0.67
S -3.166 2.208 0.371 0.67
C 0.949 6.163 1.730 -0.54
C 0.705 6.902 3.045 -0.07
C 2.391 5.640 1.670 -0.04
C 0.697 7.131 0.562 -0.05
C 2.042 2.531 -0.865 -0.66
S 1.772 1.860 0.629 0.77
C 2.490 4.586 -4.595 -0.55
C 1.105 4.866 -5.184 -0.07
C 3.323 3.804 -5.616 -0.05
C 3.185 5.922 -4.290 -0.05
H 5.406 2.038 -1.313 0.07
H 4.752 2.719 0.197 0.09
H 4.270 1.112 -0.274 0.06
H 4.509 3.414 -3.039 0.12
H -4.095 3.144 -4.947 0.12
H -4.102 0.680 -4.914 0.08
H -2.478 0.022 -4.589 0.10
H -3.667 0.058 -3.303 0.10
H -3.730 5.146 -6.137 0.08
H -3.702 6.888 -5.839 0.08
H -2.198 5.952 -5.749 0.08
H -5.488 4.840 -4.308 0.07
H -5.174 5.453 -2.678 0.09
H -5.483 6.581 -4.010 0.08
H -1.809 6.921 -3.442 0.08
H -3.349 7.793 -3.568 0.08
H -3.022 6.732 -2.182 0.09
H -0.745 4.827 3.612 0.12
H -2.556 3.446 4.275 0.08
H -3.608 2.763 3.007 0.04
H -2.199 1.858 3.562 0.08
H 0.930 6.272 3.907 0.08
H 1.352 7.781 3.092 0.08
H -0.332 7.238 3.113 0.08
H 2.554 4.878 2.435 0.10
H 2.568 5.176 0.699 0.07
H 3.105 6.454 1.821 0.08
H -0.332 7.498 0.594 0.08
H 1.376 7.986 0.619 0.08
H 0.842 6.612 -0.384 0.07
H 0.599 3.930 -5.429 0.08
H 0.483 5.394 -4.462 0.07
H 1.204 5.469 -6.090 0.08
H 2.853 2.844 -5.833 0.08
H 3.401 4.370 -6.547 0.08
H 4.333 3.616 -5.248 0.07
H 2.602 6.497 -3.568 0.09
H 4.183 5.758 -3.877 0.08
H 3.283 6.510 -5.206 0.08
C -2.830 -3.698 2.331 -0.02
C -1.886 -3.143 1.268 -0.39
O -1.413 -2.030 1.462 -0.11
C -1.588 -3.961 0.102 -0.10
C -2.303 -5.145 -0.147 -0.08
C -2.067 -5.934 -1.247 -0.15
C -1.077 -5.538 -2.166 -0.13
C -0.342 -4.407 -1.957 -0.03
C -0.522 -3.563 -0.799 -0.39
O 0.232 -2.578 -0.599 -0.24
H -2.843 -2.991 3.158 0.08
H -2.486 -4.669 2.689 0.08
H -3.843 -3.806 1.938 0.07
H -3.082 -5.444 0.544 0.09
H -2.632 -6.845 -1.410 0.07
H -0.896 -6.145 -3.049 0.08
H 0.421 -4.092 -2.660 0.10
S 2.854 -2.980 8.345 0.31
C 2.600 -2.219 6.884 -1.59
S 1.244 -1.223 6.532 0.81
C 1.626 -0.770 4.860 -1.26
C 2.789 -1.316 4.375 -1.27
S 3.481 -1.112 2.830 0.28
S 3.659 -2.335 5.536 0.81
S 0.549 0.284 4.067 0.33
S 2.208 -0.536 -2.951 0.69
C 3.840 -0.390 -3.175 -0.81
N 4.710 -0.845 -2.206 0.06
C 6.054 -0.708 -2.273 -0.10
C 6.641 -0.125 -3.348 -0.10
C 5.812 0.340 -4.404 -0.08
C 4.462 0.198 -4.320 -0.11
H 4.280 -1.264 -1.390 0.15
H 6.617 -1.084 -1.430 0.13
H 7.715 -0.016 -3.389 0.09
H 6.259 0.807 -5.272 0.10
H 3.797 0.540 -5.097 0.09
```

Computed properties:
orbital gap: 2.9 eV
net charge: -2
max |F|: 3.12 eV/Å
LUMO energy: 2.98 eV
E_tot: -6411.5846 a.u.